{"formula": "C21H24BrF5NO8PReTe", "method": "ωB97M-V/def2-TZVPD", "total_charge": 0, "total_energy_ha": -5232.41606, "spin_multiplicity": 2, "s_squared": 0.754, "species": ["Re", "O", "C", "C", "N", "C", "C", "O", "O", "C", "C", "O", "O", "H", "H", "H", "H", "H", "H", "H", "H", "H", "F", "Te", "F", "F", "F", "F", "O", "C", "P", "C", "C", "C", "C", "C", "C", "C", "H", "H", "H", "H", "H", "H", "H", "H", "H", "H", "H", "Br", "C", "C", "C", "C", "C", "C", "C", "O", "O", "H", "H", "H", "H"], "coordinates": [[0.363236, -1.687708, 0.617194], [-1.422031, -2.856584, 1.281530], [-1.831712, -2.658295, 2.634772], [-0.554255, -2.611512, 3.429895], [0.354318, -1.584690, 2.842096], [1.747761, -1.890502, 3.257382], [2.308094, -3.032892, 2.414305], [3.161259, -3.768274, 2.851981], [1.798393, -3.072064, 1.218532], [-0.005747, -0.226945, 3.296858], [0.646003, 0.750246, 2.344820], [0.941804, 1.878365, 2.641031], [0.864740, 0.214089, 1.161685], [-1.764340, -3.663516, 0.858487], [-2.486026, -3.464813, 2.960254], [-2.388097, -1.720561, 2.669301], [-0.048301, -3.575153, 3.363644], [-0.726733, -2.375231, 4.482867], [1.785569, -2.135623, 4.319595], [2.362199, -1.004792, 3.083605], [0.324779, -0.056557, 4.322182], [-1.082019, -0.077079, 3.221020], [-4.778351, -2.604594, -1.937629], [-3.138372, -2.034611, -1.238379], [-3.877819, -1.801171, 0.446078], [-2.969689, -3.914361, -0.587012], [0.029312, -2.881064, -0.838766], [-3.780770, -0.255726, -1.560136], [-1.321352, -0.757847, -0.124304], [2.740515, -2.387309, -1.810443], [2.106192, -0.986305, -0.863149], [3.554539, -0.337704, 0.001641], [1.588781, 0.260495, -2.054171], [0.797666, -0.139666, -3.131094], [0.324379, 0.799998, -4.030401], [0.629791, 2.143500, -3.856026], [1.397177, 2.547426, -2.774608], [1.876850, 1.609154, -1.872161], [1.950792, -2.810735, -2.426035], [3.061938, -3.148482, -1.099483], [3.573982, -2.070242, -2.436949], [4.323024, -0.046414, -0.714629], [3.944641, -1.131805, 0.640504], [3.274199, 0.514176, 0.616813], [0.541296, -1.184730, -3.260557], [-0.287224, 0.486756, -4.866701], [0.254243, 2.879048, -4.554240], [1.615466, 3.597295, -2.626514], [2.459831, 1.934582, -1.020347], [-2.392821, 4.575376, -4.102203], [-1.994916, 4.277701, -2.272322], [-1.688066, 5.360468, -1.464011], [-1.413007, 5.148332, -0.120176], [-1.453020, 3.868488, 0.408702], [-1.747955, 2.796850, -0.424394], [-2.017874, 2.987540, -1.774822], [-1.776354, 1.436955, 0.178997], [-2.179240, 1.171761, 1.277000], [-1.233872, 0.541887, -0.681061], [-1.671632, 6.358100, -1.880665], [-1.172294, 5.990000, 0.515398], [-1.239865, 3.681866, 1.452976], [-2.259015, 2.145107, -2.407757]], "atomic_forces_ev_per_a": [[-0.2, -0.1, -0.1], [0.2, -0.2, 0.2], [-0.1, 0.0, -0.1], [0.0, 0.0, 0.0], [0.0, 0.0, 0.0], [0.0, 0.0, 0.0], [0.0, 0.0, 0.0], [0.0, 0.0, 0.0], [0.0, 0.1, 0.0], [0.0, 0.0, 0.0], [0.1, 0.0, 0.0], [-0.1, 0.0, 0.0], [0.0, 0.0, 0.0], [-0.1, 0.1, -0.2], [0.0, 0.0, 0.0], [0.0, 0.0, 0.0], [0.0, 0.0, 0.0], [0.0, 0.0, 0.0], [0.0, 0.0, 0.0], [0.0, 0.0, 0.0], [0.0, 0.0, 0.0], [0.0, 0.0, 0.0], [0.0, 0.0, 0.0], [0.0, 0.0, -0.2], [0.0, 0.0, 0.0], [0.1, 0.1, 0.1], [0.0, 0.0, 0.0], [0.0, 0.0, 0.0], [0.0, 0.0, 0.1], [0.0, 0.0, 0.0], [0.0, 0.0, 0.0], [0.0, 0.0, 0.0], [0.0, 0.0, 0.0], [0.0, 0.0, 0.0], [0.0, 0.0, 0.0], [0.0, 0.0, 0.0], [0.0, 0.0, 0.0], [0.0, 0.0, 0.0], [0.0, 0.0, 0.0], [0.0, 0.0, 0.0], [0.0, 0.0, 0.0], [0.0, 0.0, 0.0], [0.0, 0.0, 0.0], [0.0, 0.0, 0.0], [0.0, 0.0, 0.0], [0.0, 0.0, 0.0], [0.0, 0.0, 0.0], [0.0, 0.0, 0.0], [0.0, 0.0, 0.0], [0.0, 0.0, 0.0], [0.0, 0.0, 0.0], [0.0, 0.0, 0.0], [0.0, 0.0, 0.0], [0.0, 0.0, 0.0], [0.0, 0.0, 0.0], [0.0, 0.0, 0.0], [0.0, 0.0, 0.1], [0.1, 0.0, 0.1], [0.0, 0.0, 0.0], [0.0, 0.0, 0.0], [0.0, 0.0, 0.0], [0.0, 0.0, 0.0], [0.0, 0.0, 0.0]]}

---

{"formula": "C4H5NO3", "method": "ωB97M-V/def2-TZVPD", "total_charge": 0, "total_energy_ha": -435.72560, "species": ["C", "C", "C", "C", "H", "H", "H", "H", "H", "N", "O", "O", "O"], "coordinates": [[-2.130931, 0.073162, 0.320517], [-0.092137, 0.406213, -0.582637], [2.082517, 0.578624, -0.942240], [0.685413, -0.423598, 0.240145], [-3.186538, 0.472030, 0.254294], [-1.968356, -0.969778, 0.155942], [-1.408201, 0.273687, 1.320220], [3.000218, 1.013667, -1.465430], [1.224594, -1.177599, 2.049418], [2.043581, -0.372327, -0.119540], [-1.415488, 0.565481, -0.865827], [0.900496, 1.024622, -1.384192], [0.264831, -1.464184, 1.019331]], "atomic_forces_ev_per_a": [[1.8, 0.8, 1.1], [2.7, -1.2, 0.0], [1.6, 1.1, -2.8], [-1.4, -0.9, -2.0], [1.5, -0.6, 0.5], [-1.1, -1.0, 0.6], [-2.6, 0.1, -2.5], [-1.6, -0.7, 0.9], [-3.9, -1.7, -3.7], [-1.0, 0.2, 2.1], [1.7, 0.9, 1.1], [-1.9, 0.8, 0.4], [4.2, 2.2, 4.4]]}

---

{"formula": "C31H32BrF4GeO5PPdSe", "method": "ωB97M-V/def2-TZVPD", "total_charge": 2, "total_energy_ha": -9497.07520, "spin_multiplicity": 5, "s_squared": 6.016, "species": ["Pd", "O", "C", "O", "C", "C", "C", "C", "C", "O", "C", "C", "O", "O", "H", "H", "H", "H", "H", "H", "H", "H", "F", "C", "C", "F", "C", "F", "C", "P", "C", "C", "C", "C", "C", "C", "C", "C", "C", "C", "C", "C", "C", "Br", "C", "F", "H", "H", "H", "H", "H", "H", "H", "H", "H", "H", "C", "Ge", "C", "C", "C", "Se", "C", "H", "H", "H", "H", "H", "H", "H", "H", "H", "H", "H", "H", "H", "H"], "coordinates": [[-0.010432, -0.438575, -0.172904], [2.893744, 1.844114, 1.662168], [2.197862, 0.910000, 1.361724], [1.906726, 0.331135, 0.292874], [1.519477, 0.273191, 2.758075], [1.305784, -1.218755, 2.531764], [1.028670, -1.850421, 3.894843], [-0.397372, -1.329654, 4.206533], [-0.696254, -0.478787, 2.976725], [-0.022692, -1.236689, 1.916494], [0.127144, 0.812363, 2.993926], [-0.359350, 1.819584, 1.871402], [-0.185521, 2.988026, 2.087424], [-0.891813, 1.269953, 0.824922], [2.245620, 0.511979, 3.526142], [2.021759, -1.721507, 1.892506], [1.771132, -1.562717, 4.637415], [1.050624, -2.934150, 3.795149], [-0.450917, -0.739568, 5.119748], [-1.107631, -2.149403, 4.287562], [-1.740960, -0.353403, 2.716555], [0.050107, 1.380293, 3.916458], [2.613401, -0.717633, -6.700795], [2.224594, -1.071058, -5.496154], [2.614446, -2.285381, -4.969365], [3.384682, -3.093493, -5.669777], [2.195224, -2.645433, -3.699899], [2.636413, -3.813972, -3.241385], [1.390857, -1.826660, -2.918466], [0.868453, -2.343986, -1.261030], [-0.348480, -3.666942, -1.378109], [-0.057174, -4.939252, -1.881223], [-1.045472, -5.910431, -1.929694], [-2.326136, -5.631611, -1.467153], [-2.618846, -4.381850, -0.940745], [-1.631758, -3.408434, -0.895973], [2.330292, -2.960330, -0.427521], [3.533723, -2.266690, -0.547242], [4.638084, -2.674662, 0.183663], [4.543436, -3.768292, 1.035694], [3.344963, -4.459003, 1.157958], [2.233705, -4.057353, 0.428444], [1.046824, -0.589167, -3.470792], [0.071278, 0.737550, -2.540280], [1.439153, -0.216269, -4.736891], [1.101290, 0.956195, -5.252522], [0.937828, -5.183135, -2.222327], [-0.813770, -6.892443, -2.320804], [-3.089690, -6.397998, -1.500567], [-3.605983, -4.175644, -0.545949], [-1.858523, -2.446341, -0.446966], [3.614363, -1.405798, -1.201044], [5.575056, -2.142996, 0.084314], [5.410772, -4.090685, 1.596842], [3.277756, -5.319230, 1.811054], [1.304212, -4.605991, 0.522303], [-6.725493, -1.076020, -3.108079], [-5.045878, -0.178303, -2.888406], [-5.154210, 1.743456, -2.888925], [-3.608166, -0.896145, -3.945029], [-4.504269, -0.787761, -0.954783], [-3.114838, 0.257833, -0.335730], [-4.066071, 1.597163, 0.664240], [-7.130221, -0.810967, -4.086665], [-7.441243, -0.771314, -2.345789], [-6.590651, -2.156199, -3.069677], [-5.469651, 2.069159, -3.881521], [-4.191092, 2.209128, -2.675176], [-5.899765, 2.097179, -2.176041], [-3.732135, -0.591358, -4.985181], [-3.622867, -1.985447, -3.898111], [-2.639945, -0.531566, -3.596915], [-4.158178, -1.806518, -1.130547], [-5.398211, -0.729915, -0.336205], [-4.857627, 1.980154, 0.024369], [-3.344013, 2.368326, 0.916055], [-4.476350, 1.115067, 1.548907]], "atomic_forces_ev_per_a": [[-0.1, 0.0, 0.3], [0.2, 0.1, 0.1], [-0.4, -0.5, -0.5], [0.6, 0.5, 0.3], [0.5, 0.2, 0.1], [-0.3, 0.0, -0.1], [0.0, 0.0, 0.1], [0.0, 0.0, 0.0], [0.1, -0.1, -0.1], [0.2, -0.3, 0.3], [-0.5, 0.3, -0.3], [0.3, -0.3, 0.2], [-0.1, 0.1, -0.1], [-0.2, 0.2, -0.1], [0.0, 0.0, 0.0], [0.0, -0.1, 0.0], [0.0, 0.0, 0.0], [0.0, 0.0, 0.0], [0.0, 0.0, 0.0], [0.0, 0.0, 0.0], [0.0, 0.0, 0.0], [0.1, -0.1, 0.1], [0.0, 0.0, 0.0], [0.1, 0.0, -0.2], [0.1, -0.1, -0.1], [0.0, 0.0, 0.0], [0.1, 0.0, 0.0], [-0.2, -0.1, 0.1], [0.1, 0.0, -0.1], [-0.2, 0.1, 0.1], [0.0, -0.2, 0.0], [-0.1, 0.0, 0.0], [0.0, 0.0, 0.0], [0.0, 0.0, 0.0], [0.1, 0.0, 0.0], [0.0, 0.0, 0.0], [0.0, -0.1, 0.0], [0.1, 0.1, 0.0], [0.0, 0.0, 0.0], [0.0, 0.0, 0.0], [0.0, 0.0, 0.0], [0.0, 0.0, 0.0], [-0.1, 0.0, 0.0], [-0.2, 0.2, 0.0], [0.1, 0.0, -0.1], [0.0, 0.0, 0.1], [0.1, 0.0, -0.1], [0.0, 0.0, 0.0], [0.0, 0.0, 0.0], [0.0, 0.0, 0.0], [0.0, 0.0, 0.0], [0.0, 0.0, 0.0], [0.0, 0.0, 0.0], [0.0, 0.0, 0.0], [0.0, 0.0, 0.0], [0.0, 0.0, 0.0], [-0.2, -0.1, -0.1], [0.0, 0.0, 0.1], [0.0, 0.2, 0.0], [0.2, -0.1, -0.2], [-0.3, -0.1, 0.0], [0.1, -0.1, -0.1], [0.0, 0.0, -0.1], [0.0, 0.0, 0.0], [0.0, 0.0, 0.0], [-0.1, 0.0, 0.0], [0.0, 0.0, 0.0], [0.0, 0.0, 0.0], [0.0, 0.0, 0.0], [0.0, 0.0, 0.0], [0.1, 0.0, 0.0], [0.0, 0.0, 0.0], [-0.1, 0.0, 0.0], [0.0, 0.0, 0.0], [0.0, 0.0, 0.0], [0.0, 0.0, 0.0], [0.0, 0.1, 0.0]]}

---

{"formula": "C3H5N", "method": "ωB97M-V/def2-TZVPD", "total_charge": 0, "total_energy_ha": -171.96180, "species": ["C", "C", "C", "N", "H", "H", "H", "H", "H"], "coordinates": [[1.511516, -0.922426, 0.109277], [-1.081391, 0.889216, 0.495599], [-0.028862, 0.728064, -0.463269], [1.311643, 0.051699, -0.672812], [0.867969, -1.674975, 0.687816], [2.453277, -1.387866, -0.011856], [-1.860575, 1.614809, 0.376267], [-0.983191, 0.290613, 1.383118], [-0.115812, 1.342612, -1.347397]], "atomic_forces_ev_per_a": [[-0.1, -2.4, -0.5], [5.0, -1.9, -2.5], [-2.0, 1.2, 0.4], [-3.3, 0.9, 2.8], [-0.1, 2.0, -0.4], [1.4, -0.3, 0.0], [-0.1, 0.0, -0.3], [-0.4, 0.1, 0.5], [-0.4, 0.3, -0.1]]}

---

{"formula": "C18H36FIN10O20", "method": "ωB97M-V/def2-TZVPD", "total_charge": 0, "total_energy_ha": -3156.52153, "species": ["N", "C", "C", "C", "C", "C", "F", "C", "O", "C", "I", "C", "C", "O", "H", "H", "H", "H", "H", "H", "H", "H", "H", "C", "N", "O", "O", "H", "H", "H", "C", "N", "O", "O", "H", "H", "H", "C", "N", "O", "O", "H", "H", "H", "C", "N", "O", "O", "H", "H", "H", "C", "N", "O", "O", "H", "H", "H", "C", "N", "O", "O", "H", "H", "H", "C", "N", "O", "O", "H", "H", "H", "C", "N", "O", "O", "H", "H", "H", "C", "N", "O", "O", "H", "H", "H"], "coordinates": [[-4.019447, -1.896358, -1.564311], [-3.914276, -2.139896, -0.174461], [-2.735608, -2.321492, 0.430214], [-1.413688, -2.312449, -0.268256], [-0.853381, -3.721173, -0.494245], [-0.305842, -4.436830, 0.728887], [0.407568, -3.575730, 1.552668], [-2.725340, -2.462017, 1.910950], [-1.771990, -2.112141, 2.569744], [-3.967769, -2.992306, 2.558644], [-3.641526, -3.881231, 4.380644], [-5.143078, -2.811924, 1.969714], [-5.179011, -2.149537, 0.637302], [-6.202984, -1.663828, 0.210310], [-4.675691, -2.545022, -1.984639], [-4.374069, -0.966190, -1.755528], [-0.718875, -1.676226, 0.275741], [-1.564155, -1.876014, -1.252562], [-0.075265, -3.668145, -1.254828], [-1.667345, -4.342927, -0.878529], [-1.091677, -4.903665, 1.328635], [0.384152, -5.224512, 0.422917], [-6.080304, -3.117142, 2.413379], [0.530792, -2.916144, 4.252247], [-0.031423, -3.081387, 5.624146], [-0.670556, -4.088723, 5.854605], [0.173429, -2.191001, 6.422367], [0.254719, -3.777567, 3.658921], [0.102404, -2.008946, 3.839322], [1.607242, -2.815922, 4.357544], [-1.399264, 1.247432, 1.245642], [-0.983103, 1.405810, -0.174344], [0.024178, 2.046158, -0.407152], [-1.669129, 0.871364, -1.019068], [-0.688726, 1.778193, 1.867437], [-2.403624, 1.651520, 1.333977], [-1.396507, 0.179702, 1.455487], [-3.565523, 2.628888, -3.578093], [-4.628212, 1.599541, -3.745511], [-5.392405, 1.703100, -4.683335], [-4.647869, 0.705890, -2.928609], [-3.663346, 3.348921, -4.380871], [-3.713105, 3.079824, -2.601613], [-2.613695, 2.106397, -3.608035], [3.111667, 0.383764, 0.361425], [1.913152, -0.451595, 0.104081], [1.047255, -0.493054, 0.956485], [1.857496, -1.045530, -0.954970], [2.997391, 0.843992, 1.332453], [3.982512, -0.261365, 0.321293], [3.148261, 1.120767, -0.437328], [2.210411, 4.502019, -0.084734], [3.364748, 4.064046, 0.742676], [4.449047, 4.555206, 0.532444], [3.138605, 3.227932, 1.602485], [2.557585, 5.271002, -0.763793], [1.832054, 3.629993, -0.609560], [1.463496, 4.875336, 0.609479], [1.752027, 4.153215, 4.335032], [0.587613, 4.581116, 3.512601], [-0.479043, 4.038538, 3.695978], [0.793098, 5.449923, 2.686030], [1.416873, 3.379386, 5.014592], [2.506675, 3.790349, 3.641723], [2.111156, 5.032158, 4.861659], [6.809193, -0.792195, 3.677198], [5.592794, -0.450767, 2.888789], [4.522322, -0.866762, 3.281302], [5.757503, 0.227739, 1.898033], [6.505262, -1.395533, 4.523507], [7.478987, -1.329964, 3.013434], [7.262350, 0.144771, 3.985781], [5.204165, -0.085640, -3.981425], [4.902263, 0.488246, -2.641574], [4.262216, 1.518715, -2.593276], [5.311931, -0.119642, -1.676770], [4.772117, 0.563957, -4.732239], [6.284752, -0.145631, -4.066523], [4.768453, -1.079717, -4.005153], [-4.748644, 0.685085, -7.710940], [-3.403901, 1.071563, -8.219116], [-2.558611, 1.377206, -7.401657], [-3.239798, 1.059448, -9.419967], [-4.726490, 0.751931, -6.632210], [-5.466197, 1.378330, -8.138988], [-4.949426, -0.324633, -8.055713]], "atomic_forces_ev_per_a": [[0.1, -0.2, -0.1], [-0.2, 0.0, -0.1], [0.1, 0.0, 0.1], [-0.2, 0.1, -0.3], [0.0, 0.0, 0.2], [-0.1, -0.2, -0.2], [0.2, 0.0, -0.3], [-0.1, 0.2, -0.1], [-0.2, 0.0, -0.1], [0.2, 0.0, 0.0], [-0.2, -0.1, 0.3], [0.1, 0.0, 0.0], [-0.1, -0.1, 0.0], [0.0, -0.1, -0.1], [-0.1, 0.1, 0.0], [0.0, 0.0, 0.0], [0.1, -0.2, 0.0], [0.0, 0.1, 0.0], [0.0, 0.1, 0.0], [0.1, -0.1, -0.2], [-0.1, 0.2, 0.1], [0.0, -0.1, 0.0], [-0.1, 0.1, 0.0], [0.0, 0.0, 0.2], [0.0, 0.0, -0.2], [0.1, 0.0, 0.1], [0.0, 0.0, 0.1], [0.0, 0.1, 0.2], [0.1, 0.0, 0.0], [0.0, 0.0, 0.0], [0.0, 0.0, 0.0], [0.1, -0.1, 0.1], [0.0, 0.1, 0.0], [-0.1, 0.1, 0.0], [0.0, 0.0, 0.0], [0.0, 0.0, 0.0], [0.0, 0.1, 0.0], [0.0, 0.0, -0.1], [0.2, 0.0, 0.0], [0.0, 0.0, 0.0], [-0.1, 0.0, 0.0], [0.0, 0.0, 0.0], [0.0, 0.0, 0.0], [0.0, 0.0, 0.1], [-0.2, 0.0, 0.1], [0.0, 0.0, -0.1], [0.0, 0.0, 0.1], [0.0, 0.0, 0.0], [0.0, 0.0, 0.0], [-0.1, 0.1, -0.1], [0.1, -0.1, 0.0], [0.0, 0.1, -0.1], [0.0, 0.0, 0.0], [0.0, 0.0, 0.0], [0.0, 0.1, 0.0], [0.0, 0.0, 0.0], [0.0, 0.0, 0.0], [0.0, 0.0, -0.1], [0.0, -0.1, 0.1], [0.1, 0.0, -0.1], [-0.1, 0.0, 0.0], [0.0, 0.0, 0.0], [0.0, 0.0, 0.0], [0.0, 0.0, 0.0], [0.0, 0.0, 0.0], [0.0, 0.0, 0.1], [0.0, 0.0, 0.0], [0.0, 0.0, 0.0], [0.1, 0.0, 0.0], [0.0, 0.0, 0.0], [0.0, 0.0, 0.0], [0.0, 0.0, 0.0], [0.0, 0.0, 0.0], [-0.1, 0.0, 0.1], [0.0, 0.1, -0.1], [0.2, -0.1, -0.1], [0.0, 0.0, 0.0], [0.0, 0.0, 0.0], [0.0, 0.0, 0.0], [0.0, 0.0, 0.1], [0.0, 0.0, 0.0], [0.0, 0.0, 0.0], [0.0, 0.0, 0.0], [-0.1, 0.0, 0.0], [0.0, 0.0, 0.0], [0.0, 0.0, -0.1]]}

---

> Number 4 is which compound?

C3H5N